DFT (the ωB97M-V functional and the def2-TZVPD basis) results for a cluster of 3 separate species, H7NO2 in total.

Last column: Mulliken charge in e.
Element x y z (Å)
1 N -1.253676 1.236506 0.332040  -0.676
2 H -0.980311 1.453726 1.291627  0.220
3 H -1.575277 2.173113 0.093619  0.229
4 H -0.395228 1.116420 -0.207275  0.253
5 O 1.078347 0.106499 -1.342508  -0.707
6 H 1.180931 -0.534844 -0.613673  0.402
7 H 0.738071 -0.319890 -2.137389  0.303
8 O 0.647742 -1.440214 0.859520  -0.681
9 H 0.866744 -2.351907 0.952221  0.307
10 H -0.307344 -1.439411 0.771818  0.351

Cartesian forces (eV/Å) of the 3 atoms listed first:
N 0.029 0.849 0.513
H 0.292 -0.650 0.016
H -0.329 -0.182 -0.603

The calculation puts the HOMO-LUMO gap at 10.798 eV. The structure (SMILES) is N.O.O. The charge is 0.



DFT (the ωB97M-V functional and the def2-TZVPD basis) results for a cluster of 2 separate species, C2H3BrClNO in total.

Last column: Mulliken charge in e.
Element x y z (Å)
1 C -0.150473 0.004783 -1.541210  0.267
2 C -0.149182 0.685704 0.825517  -0.414
3 N 0.464592 -0.308181 1.415606  -0.381
4 O 0.518993 -0.961528 -1.688530  -0.361
5 Cl -0.843629 0.899742 -2.856194  -0.167
6 Br -0.547086 -2.028128 1.465119  -0.004
7 H -1.139683 0.713600 1.078382  0.360
8 H 0.504400 1.574632 0.399950  0.314
9 H 1.342068 -0.580624 0.901360  0.386

Cartesian forces (eV/Å) of the 3 atoms listed first:
C 0.695 -0.539 2.852
C 2.220 2.012 -4.021
N 2.155 -3.164 -0.453

The calculation puts the HOMO-LUMO gap (alpha / beta) at 6.546 / 6.880 eV. The charge is 0.



Result set for energy relative to the best compared isomer or geometry (same formula, charge and spin): 6.38 89.89 kcal per mole, one per record in the order listed.
Result set for largest force on an atom: 1.18 5.01 eV/Å, one per record in the order listed.
Result set for calculated total energy: -5698.8204 -88221.1875 eV, one per record in the order listed.